# 1
14
Properties=species:S:1:pos:R:3:forces:R:3:lowdin_charge:R:1 method="wB97M-V/def2-TZVPD" fmax_ev_per_a=6.09 lumo_ev="-1.19 / -1.19"
C 1.70513 -1.21283 -0.13338 -4.0 4.5 1.0 -0.035
C 1.09955 -0.81219 0.99485 0.6 -0.3 0.1 -0.024
C 0.83178 0.93799 -1.12760 -0.9 -1.2 2.5 -0.068
C 0.27575 1.40119 0.03905 1.2 -0.7 -2.3 0.008
C 0.84601 -0.50144 -1.03748 1.0 -1.2 -2.5 0.089
C -0.03600 0.09277 0.64996 -2.3 1.1 1.0 -0.321
N -1.16599 -0.52741 0.51020 1.3 -0.8 0.6 0.217
N -2.43078 -0.02429 0.13967 -0.5 -0.5 2.0 -0.428
O -2.71636 0.10860 -1.01129 0.4 0.4 -0.5 0.113
O -3.20026 -0.04565 1.09802 0.5 0.7 -0.9 0.064
H 2.40115 -1.88749 -0.27765 3.3 -3.2 -0.9 0.066
H 1.24873 -1.20488 1.97460 -0.4 -0.4 0.5 0.114
H 1.08910 1.26572 -2.09123 0.5 1.3 -0.9 0.106
H 0.05219 2.40990 0.27228 -0.6 0.5 0.4 0.098

=====

# 2
60
Properties=species:S:1:pos:R:3:forces:R:3:lowdin_charge:R:1 method="wB97M-V/def2-TZVPD" fmax_ev_per_a=0.56 lumo_ev=-0.08
Au 2.06657 0.29281 2.83124 0.5 -0.2 -0.1 0.401
Se -0.19580 1.79732 7.35024 0.0 -0.1 -0.1 -0.208
Sb -0.71467 -0.10064 6.01867 0.1 -0.2 0.2 0.272
Se 1.63952 -1.21565 5.47719 0.0 -0.2 -0.2 -0.244
Se 1.13317 -1.91188 3.25228 0.0 0.2 0.4 -0.063
Se 0.32341 -2.35797 7.05909 -0.1 0.3 -0.2 -0.050
Cl -5.53728 -1.68914 -5.97031 0.0 0.0 0.0 0.680
C -4.14659 -1.38247 -4.98205 0.0 0.0 0.0 -0.663
C -2.87828 -1.56851 -5.50788 0.0 0.0 0.0 -0.090
C -1.77781 -1.33500 -4.70227 0.0 0.0 0.0 -0.014
C -1.91636 -0.91425 -3.38474 -0.1 0.0 0.0 -0.192
C -0.69967 -0.69545 -2.52015 0.1 0.1 0.1 -0.328
C -0.22250 0.75161 -2.57730 0.0 0.1 0.0 -0.054
N 0.83491 0.98752 -1.61096 -0.1 -0.2 0.1 -0.067
C 2.18055 1.07536 -1.85859 0.0 0.0 -0.1 -0.058
C 2.78656 1.11849 -0.63881 0.1 0.0 0.0 -0.140
N 1.84214 1.04458 0.35265 -0.2 0.1 0.0 0.002
C 0.68566 0.95715 -0.26351 0.1 0.0 0.0 -0.165
O 0.37330 -1.52372 -2.91722 0.1 0.1 0.0 -0.093
C 0.54707 -2.65825 -2.06355 0.0 0.0 0.0 -0.128
C -0.72556 -3.43534 -1.92069 0.0 0.0 0.1 -0.325
C -1.51880 -3.44251 -0.81083 0.0 -0.1 0.0 -0.969
Cl -1.19703 -2.69067 0.69900 0.0 0.0 0.0 0.646
S -2.97167 -4.32784 -1.03295 0.0 0.0 0.0 1.007
C -2.52724 -4.71872 -2.64144 0.0 0.0 0.0 -0.398
C -1.32816 -4.18224 -2.97767 0.0 -0.1 0.0 -0.141
C -3.20536 -0.72463 -2.89927 0.0 0.0 0.0 -0.567
Cl -3.45204 -0.18206 -1.26256 0.0 0.0 0.0 0.730
C -4.32740 -0.95837 -3.67795 0.0 0.0 0.0 -0.121
H -2.76196 -1.89964 -6.53000 0.0 0.0 0.0 0.108
H -0.78064 -1.50525 -5.08659 0.0 0.0 0.0 0.128
H -0.96923 -0.90809 -1.48223 0.0 0.0 0.0 0.084
H -1.05421 1.42778 -2.37256 0.0 0.0 0.0 0.132
H 0.16367 0.97812 -3.57139 0.0 0.0 0.0 0.142
H 2.56713 1.08935 -2.86234 0.0 0.0 0.0 0.120
H 3.83750 1.18968 -0.41443 0.0 0.0 0.0 0.099
H -0.27912 0.85908 0.21161 0.0 0.0 0.0 0.126
H 0.91272 -2.32996 -1.08598 0.0 0.0 0.0 0.116
H 1.32249 -3.25711 -2.53842 0.0 0.0 0.0 0.136
H -3.17691 -5.32663 -3.24930 0.0 0.0 0.0 0.070
H -0.87136 -4.30328 -3.94995 0.0 0.0 0.0 0.122
H -5.31756 -0.81519 -3.27114 0.0 0.0 0.0 0.108
N 4.32894 3.92247 3.31523 0.0 0.0 0.0 0.070
C 5.24418 3.08344 3.90735 0.0 0.0 0.0 -0.085
C 4.71114 1.83841 3.80979 0.0 -0.1 0.1 -0.127
N 3.48677 1.91498 3.18640 -0.2 0.0 -0.2 -0.078
C 3.28686 3.17887 2.89658 0.1 0.0 0.1 -0.179
H 4.40246 4.92053 3.23164 0.0 0.0 0.0 0.155
H 6.16473 3.44045 4.33085 0.0 0.0 0.0 0.111
H 5.11016 0.89860 4.14735 0.0 0.0 0.0 0.106
H 2.40835 3.57820 2.42863 0.0 0.0 0.0 0.119
C -1.56103 1.86899 2.91182 0.0 0.0 0.0 -0.111
C -0.53574 2.98716 2.92367 0.0 0.0 -0.1 -0.316
O 0.59030 2.70141 3.74452 -0.3 0.1 0.1 -0.180
H -2.33439 2.06042 2.16476 0.0 0.0 0.0 0.075
H -2.05434 1.78678 3.88216 0.0 0.0 0.0 0.044
H -1.08032 0.91327 2.68579 0.0 0.0 0.0 0.042
H -1.00551 3.92950 3.22669 0.0 0.0 0.0 0.114
H -0.13285 3.13465 1.91766 0.0 0.0 0.0 0.097
H 0.30711 2.63351 4.67214 0.0 0.0 0.0 -0.003

=====

# 3
58
Properties=species:S:1:pos:R:3:forces:R:3:lowdin_charge:R:1 method="wB97M-V/def2-TZVPD" smiles="CCOc1ccc(N(CC(=O)NC[C@@H]2CCCO2)S(=O)(=O)c2ccc(C)cc2)cc1" fmax_ev_per_a=1.28 lumo_ev=0.50
C 5.84879 3.26536 -2.10272 0.0 -0.4 0.1 -0.064
C 6.07576 1.76627 -2.27625 0.1 0.3 -0.3 -0.251
O 5.66241 1.01750 -1.15139 -0.1 -0.1 0.2 -0.054
C 4.33385 0.80847 -0.93014 -0.2 -0.1 0.1 -0.271
C 3.29812 1.14648 -1.79230 0.4 0.0 0.0 -0.009
C 1.98520 0.85530 -1.46304 -0.3 -0.2 0.3 0.004
C 1.66754 0.21243 -0.27017 0.8 0.2 0.0 -0.233
N 0.32823 -0.09429 0.02833 -0.8 -0.4 0.9 -0.167
C -0.61745 -0.25321 -1.05586 -0.3 0.0 -0.5 -0.087
C -1.21543 1.07605 -1.55685 0.3 -0.3 0.3 -0.484
O -1.22894 1.36822 -2.73520 0.0 -0.1 -0.4 0.060
N -1.67377 1.84700 -0.56334 -0.2 0.2 0.4 0.094
C -2.42599 3.05322 -0.80176 -0.4 0.1 -0.2 -0.104
C -3.81130 2.99563 -0.13428 0.3 0.4 -0.1 -0.308
C -3.74185 3.01945 1.40477 -0.2 -0.1 -0.2 -0.124
C -4.78357 1.98058 1.81519 0.0 -0.1 -0.2 -0.145
C -4.69224 1.00358 0.64576 -0.1 -0.2 0.3 -0.199
O -4.50292 1.81069 -0.50194 0.0 0.1 -0.2 -0.093
S -0.28002 -0.55202 1.51052 0.1 0.0 -0.1 0.713
O 0.63021 -0.22312 2.56136 0.2 -0.1 -0.2 -0.254
O -1.60541 0.01107 1.60574 0.0 -0.4 -0.1 -0.308
C -0.45414 -2.32797 1.36629 -0.1 0.6 0.0 -0.269
C -1.67379 -2.91609 1.64104 -0.2 0.1 0.1 -0.046
C -1.80721 -4.28807 1.52577 0.1 0.0 0.0 -0.025
C -0.72790 -5.07624 1.13705 0.0 0.1 0.0 -0.265
C -0.87569 -6.56186 1.03645 0.0 0.0 0.0 -0.045
C 0.48939 -4.46060 0.86276 0.0 0.1 0.0 -0.021
C 0.63062 -3.08853 0.97466 0.1 0.0 0.0 -0.037
C 2.70677 -0.12426 0.59563 0.2 0.1 -0.1 -0.031
C 4.01244 0.17580 0.27107 0.1 0.1 -0.2 0.012
H 6.23028 3.79686 -2.97025 0.0 0.1 -0.1 0.077
H 4.79062 3.48688 -1.98872 -0.1 0.1 0.0 0.067
H 6.36983 3.61571 -1.21532 0.0 0.1 0.1 0.079
H 5.58625 1.40051 -3.18745 0.1 0.0 0.1 0.115
H 7.14707 1.56078 -2.35692 -0.2 0.0 -0.1 0.122
H 3.48587 1.64015 -2.73240 0.1 0.1 -0.1 0.109
H 1.21034 1.14553 -2.15276 -0.1 0.0 -0.1 0.105
H -1.43997 -0.87173 -0.68632 0.0 0.0 -0.2 0.125
H -0.14621 -0.76533 -1.90068 -0.1 0.1 0.1 0.143
H -1.69873 1.44624 0.36822 0.1 0.1 -0.2 0.084
H -1.88201 3.92444 -0.41893 -0.1 0.0 -0.1 0.130
H -2.53780 3.14495 -1.88493 0.0 0.1 0.1 0.125
H -4.39933 3.84368 -0.51333 0.1 -0.1 0.1 0.147
H -3.95069 4.01064 1.80181 0.1 0.0 0.0 0.115
H -2.75576 2.70456 1.74727 0.1 0.1 0.1 0.107
H -4.55621 1.50781 2.76688 0.0 0.0 0.1 0.112
H -5.77787 2.42732 1.85746 0.0 0.0 0.0 0.114
H -5.59869 0.41673 0.48662 0.1 0.0 0.0 0.122
H -3.83890 0.32686 0.78891 -0.1 0.0 0.0 0.096
H -2.50015 -2.28997 1.93874 -0.1 0.0 0.0 0.112
H -2.75794 -4.75381 1.73861 -0.1 0.0 0.0 0.118
H -0.08984 -6.99229 0.42172 0.0 -0.1 0.0 0.078
H -1.84252 -6.82612 0.61447 0.0 -0.1 0.0 0.082
H -0.81290 -7.00649 2.02971 0.0 -0.1 0.0 0.089
H 1.33390 -5.06028 0.55730 0.1 -0.1 0.0 0.117
H 1.57157 -2.60811 0.75709 0.2 0.0 -0.1 0.109
H 2.49334 -0.58967 1.54237 0.1 -0.1 0.0 0.091
H 4.81476 -0.08270 0.94367 0.1 0.0 0.1 0.121

=====

| no. | energy (Ha) |
| --- | --- |
| 1 | -490.64784 |
| 2 | -12944.03718 |
| 3 | -1739.01878 |